(1)
C4H5O4S2 | ωB97M-V with the def2-TZVPD basis set

Structure (XYZ):
```
15
Properties=species:S:1:pos:R:3:forces:R:3:mulliken_charge:R:1
C -2.957 1.252 -0.043 3.1 -0.8 0.1 -0.7391
C -2.451 0.002 -0.008 -0.1 0.8 -0.9 -0.1956
C -0.988 -0.260 0.051 -0.5 2.4 1.3 0.3276
C -0.477 -1.445 0.136 2.5 -2.0 -0.6 -0.6791
O 2.803 1.526 1.248 0.9 -0.2 -0.8 -0.5031
O 3.378 1.618 -1.166 0.3 -0.1 0.4 -0.5042
O 2.310 -1.849 -1.262 0.1 0.6 0.8 -0.5834
O 2.637 -1.582 1.188 0.4 -0.7 0.8 -0.5336
S 3.569 0.952 0.123 -1.1 1.2 0.3 0.5650
S 2.102 -1.036 -0.039 -1.4 -1.5 -1.5 0.6131
H -3.895 1.634 -0.316 -1.3 -0.1 0.0 0.3155
H -2.130 1.976 0.057 -0.8 0.2 0.0 0.2157
H -3.005 -0.902 -0.191 -0.6 -0.1 0.1 0.3198
H -0.308 0.671 0.228 -1.2 -1.6 -0.5 0.0918
H -0.586 -2.557 -0.006 -0.3 1.7 0.3 0.2897
```
Positions in Å, forces in eV/Å.

Computed properties:
* frontier orbital gap (spin up / spin down): 6.14 / 7.49 eV
* energy above the lowest of the compared OMol25 structures with the same formula, charge and spin: 69.4 kcal/mol
* charge: -1
* electronic energy: -34086.801 eV
* HOMO (spin up / spin down): -3.4 / -4.6 eV

=====

(2)
C4H5O4Tl | ωB97M-V with the def2-TZVPD basis set

Structure (XYZ):
```
14
Properties=species:S:1:pos:R:3:forces:R:3:mulliken_charge:R:1
C 1.292 1.487 0.588 -0.8 -1.0 1.5 -0.1898
O 2.555 1.354 0.650 0.5 -0.5 -0.2 -0.2930
H 0.841 2.363 1.071 0.0 -0.1 -0.2 0.3473
H 2.961 1.820 1.401 0.3 0.7 -0.4 0.4246
C 0.500 0.404 0.147 0.3 -0.2 1.4 -0.3450
C -0.775 0.303 0.712 0.0 1.7 -3.9 0.3213
H 1.012 -0.518 -0.123 0.0 0.3 -0.6 0.3639
H -0.873 0.222 -2.005 -2.7 -2.7 -0.8 0.5524
H -1.194 1.139 1.283 -0.1 -0.6 0.5 0.3845
O -1.716 -0.403 0.140 -2.3 -1.5 0.3 -0.3260
C -1.580 -1.328 -1.109 6.5 3.8 1.9 0.7936
O -1.543 -0.654 -2.190 0.1 3.4 -0.4 -0.3856
O -0.773 -2.193 -0.900 -2.0 -0.4 -0.9 -0.3877
Tl -0.708 -3.997 0.336 0.2 -3.0 1.8 0.7396
```
Positions in Å, forces in eV/Å.

Computed properties:
* frontier orbital gap: 8.93 eV
* energy above the lowest of the compared OMol25 structures with the same formula, charge and spin: 33.3 kcal/mol
* charge: +2
* electronic energy: -17090.992 eV
* HOMO: -18.8 eV

=====

(3)
C4H5O5Sc | ωB97M-V with the def2-TZVPD basis set

Structure (XYZ):
```
15
Properties=species:S:1:pos:R:3:forces:R:3:lowdin_spin:R:1
O -0.358 3.897 1.591 2.7 -3.6 1.0 0.0062
O -0.153 1.954 2.531 -3.4 -6.9 3.8 0.0015
C 0.276 2.823 1.784 -4.0 9.4 -3.4 -0.0008
O 1.260 2.644 0.851 0.4 -2.5 -2.0 0.0062
C 1.564 1.457 0.355 4.7 3.4 2.3 0.0059
C 2.508 1.482 -0.749 -2.0 -1.0 -1.1 0.0004
H 1.750 0.732 1.161 -1.5 -1.0 -0.3 0.0028
H 2.461 0.484 -1.224 0.3 0.3 -0.2 0.0000
H 3.529 1.533 -0.329 0.1 0.1 0.4 0.0000
H 2.319 2.297 -1.451 0.3 0.0 0.1 0.0002
O -1.934 -1.356 -0.495 -0.1 -0.7 -1.1 0.7489
C -1.580 -0.574 0.349 3.1 2.2 0.3 0.0996
O -2.120 -0.297 1.452 -0.3 1.1 1.7 0.0286
Sc -1.974 0.946 3.016 2.7 1.2 -1.3 0.0013
H -0.445 0.070 0.120 -2.9 -2.1 -0.1 0.0993
```
Positions in Å, forces in eV/Å.

Computed properties:
* <S²>: 0.760
* frontier orbital gap (spin up / spin down): 6.07 / 4.95 eV
* energy above the lowest of the compared OMol25 structures with the same formula, charge and spin: 66.1 kcal/mol
* charge: +3
* multiplicity: 2
* electronic energy: -35127.578 eV
* HOMO (spin up / spin down): -22.5 / -22.5 eV

=====

(4)
C4H6 | ωB97M-V with the def2-TZVPD basis set

Structure (XYZ):
```
10
Properties=species:S:1:pos:R:3:forces:R:3:mulliken_charge:R:1
C -0.508 -1.354 -1.131 -0.5 0.3 0.0 -0.7647
C -0.475 -0.133 -0.555 -0.6 -1.3 -1.1 0.0587
C 0.426 0.164 0.532 0.6 0.0 0.6 0.1029
C 0.500 1.350 1.114 1.0 0.2 0.6 -0.8532
H -1.263 -1.654 -1.883 0.6 0.5 0.4 0.2519
H 0.188 -2.144 -0.835 -0.2 0.3 0.1 0.2225
H -1.160 0.656 -0.919 0.4 -0.5 0.4 0.2514
H 1.097 -0.618 0.948 -0.6 0.3 -0.6 0.2142
H -0.037 2.229 0.825 -0.5 0.2 -0.3 0.2703
H 1.233 1.503 1.904 -0.2 0.0 0.0 0.2460
```
Positions in Å, forces in eV/Å.

Computed properties:
* frontier orbital gap: 9.99 eV
* structure (SMILES): C=CC=C
* energy above the lowest of the compared OMol25 structures with the same formula, charge and spin: 2.8 kcal/mol
* electronic energy: -4243.839 eV
* HOMO: -8.9 eV

=====

(5)
C4H6 | ωB97M-V with the def2-TZVPD basis set

Structure (XYZ):
```
10
Properties=species:S:1:pos:R:3:forces:R:3:mulliken_charge:R:1
C 1.192 -0.601 -0.121 2.1 0.7 -0.8 -0.6059
C 0.833 0.637 0.144 1.0 0.9 0.8 -0.1808
C -1.634 -0.625 0.052 -1.3 -1.8 0.8 -0.3716
C -1.533 0.517 -0.213 -2.8 -1.4 -0.7 -0.5173
H 0.556 -1.441 -0.196 -0.7 -0.5 0.0 0.1621
H 2.241 -0.779 -0.427 -0.6 -0.1 0.5 0.2077
H -0.204 0.886 0.386 2.7 0.0 0.9 0.1560
H 1.541 1.461 0.197 0.2 -0.2 -0.2 0.2809
H -1.562 -1.554 0.537 -0.2 -0.7 -0.2 0.4029
H -1.429 1.497 -0.358 -0.5 3.1 -1.1 0.4659
```
Positions in Å, forces in eV/Å.

Computed properties:
* frontier orbital gap: 10.89 eV
* structure (SMILES): C#C.C=C
* energy above the lowest of the compared OMol25 structures with the same formula, charge and spin: 88.0 kcal/mol
* electronic energy: -4240.144 eV
* HOMO: -9.6 eV

=====

(6)
C4H6 | ωB97M-V with the def2-TZVPD basis set

Structure (XYZ):
```
10
Properties=species:S:1:pos:R:3:forces:R:3:mulliken_charge:R:1
C 1.817 0.083 -0.002 0.1 0.2 0.1 -0.7771
C 0.571 -0.399 -0.008 1.3 -0.3 -0.1 0.0822
C -0.607 0.424 -0.033 2.1 1.6 0.5 0.1007
C -1.776 -0.133 -0.013 -3.3 1.0 0.2 -0.8222
H 2.706 -0.555 -0.103 -0.5 0.4 0.3 0.2580
H 1.960 1.174 0.109 0.1 -0.7 -0.3 0.2017
H 0.378 -1.466 -0.034 0.2 -0.1 -0.1 0.2437
H -0.397 1.530 0.001 -0.7 -1.2 -0.3 0.2198
H -1.983 -1.173 0.131 0.3 -0.5 -0.3 0.2475
H -2.669 0.516 -0.049 0.4 -0.5 0.1 0.2457
```
Positions in Å, forces in eV/Å.

Computed properties:
* frontier orbital gap: 10.18 eV
* structure (SMILES): C=CC=C
* energy above the lowest of the compared OMol25 structures with the same formula, charge and spin: 5.2 kcal/mol
* electronic energy: -4243.735 eV
* HOMO: -8.9 eV

=====

(7)
C4H6 | ωB97M-V with the def2-TZVPD basis set

Structure (XYZ):
```
10
Properties=species:S:1:pos:R:3:forces:R:3:mulliken_charge:R:1
C -2.018 -0.521 0.915 0.8 0.2 0.0 0.0654
C -0.838 -0.373 0.675 -1.5 -0.6 0.4 -0.3798
C 0.786 0.569 -0.892 0.1 -0.2 -0.9 -1.0245
C 0.586 -0.291 0.343 -0.8 0.3 -0.3 -0.4629
H -3.060 -0.628 1.180 0.7 0.1 -0.2 0.3924
H 0.502 1.599 -0.637 0.2 -0.2 -0.3 0.2925
H 1.840 0.509 -1.230 -0.5 0.3 0.2 0.3025
H 0.145 0.211 -1.724 0.4 0.3 0.4 0.3013
H 1.077 0.219 1.147 0.5 -0.1 0.7 0.2325
H 0.978 -1.294 0.223 0.2 -0.2 0.0 0.2806
```
Positions in Å, forces in eV/Å.

Computed properties:
* frontier orbital gap: 11.04 eV
* structure (SMILES): C#CCC
* energy above the lowest of the compared OMol25 structures with the same formula, charge and spin: 15.3 kcal/mol
* electronic energy: -4243.296 eV
* HOMO: -9.9 eV

=====

(8)
C4H6AlBF4N3O | ωB97M-V with the def2-TZVPD basis set

Structure (XYZ):
```
20
Properties=species:S:1:pos:R:3:forces:R:3:mulliken_charge:R:1
N 0.069 -3.162 2.843 0.7 1.7 -6.5 -0.4443
C 0.198 -2.816 1.685 -0.3 -0.2 3.6 0.1688
C 0.435 -2.119 0.235 0.2 -1.0 1.5 -0.2983
C 1.159 -0.695 0.487 -1.6 1.3 0.9 0.2168
C 0.163 0.548 0.256 -2.5 2.5 -0.2 -0.0575
N -0.619 1.471 0.134 4.5 -5.1 0.6 -0.4041
B 2.579 -0.515 -0.307 1.5 0.5 -1.3 0.2987
N 3.818 -0.166 0.511 -2.2 -1.3 0.2 -0.7308
O 2.784 -0.675 -1.725 -1.5 1.1 2.1 -0.5390
H 1.181 -2.802 -0.320 -1.5 1.0 0.7 0.2535
H -0.583 -2.055 -0.288 1.7 -0.1 0.7 0.3767
H 1.423 -0.665 1.618 -0.6 0.1 -1.9 0.2201
H 3.416 0.267 1.372 0.8 -0.6 -0.6 0.3200
H 4.184 -1.097 0.821 0.1 1.1 -0.2 0.2924
H 2.065 -0.211 -2.224 0.6 -1.0 0.5 0.3297
F -4.213 1.536 -2.087 -0.2 1.4 1.0 -0.4844
Al -4.454 2.938 -1.019 0.1 0.0 0.1 0.9002
F -4.528 2.391 0.672 0.0 0.5 -1.7 -0.4802
F -5.977 3.753 -1.445 1.5 -0.8 0.4 -0.4571
F -3.099 4.074 -1.217 -1.4 -1.1 0.2 -0.4813
```
Positions in Å, forces in eV/Å.

Computed properties:
* frontier orbital gap: 9.71 eV
* charge: -1
* electronic energy: -28916.539 eV
* HOMO: -8.0 eV